Record 1
{
  "formula": "C20H60N10O12",
  "method": "ωB97M-V/def2-TZVPD",
  "species": ["C", "C", "O", "H", "H", "H", "H", "H", "C", "C", "O", "H", "H", "H", "H", "H", "C", "C", "C", "O", "C", "N", "H", "H", "H", "H", "H", "H", "H", "H", "H", "H", "H", "C", "C", "C", "O", "C", "N", "H", "H", "H", "H", "H", "H", "H", "H", "H", "H", "H", "C", "C", "O", "O", "H", "H", "H", "H", "H", "H", "C", "C", "O", "O", "H", "H", "H", "H", "H", "H", "C", "O", "N", "N", "H", "H", "H", "H", "C", "O", "N", "N", "H", "H", "H", "H", "C", "O", "N", "N", "H", "H", "H", "H", "C", "O", "N", "N", "H", "H", "H", "H"],
  "xyz": [[1.257, 0.744, 0.933], [1.647, -0.129, -0.247], [1.783, -1.551, 0.050], [1.366, 1.813, 0.746], [1.736, 0.445, 1.865], [0.209, 0.502, 1.108], [2.567, 0.295, -0.649], [0.975, 0.038, -1.089], [6.551, 1.310, 1.046], [5.506, 0.238, 0.985], [5.242, -0.506, 2.165], [7.577, 1.124, 1.364], [6.263, 2.180, 1.637], [6.759, 1.802, 0.096], [5.706, -0.502, 0.211], [4.588, 0.698, 0.619], [-3.520, -2.927, -0.804], [-2.777, -2.968, 0.557], [-2.794, -4.398, 1.092], [-2.183, -5.353, 0.272], [-2.881, -6.645, 0.312], [-1.405, -2.615, 0.343], [-4.551, -3.240, -0.644], [-3.149, -3.598, -1.578], [-3.527, -1.911, -1.199], [-3.238, -2.184, 1.158], [-3.852, -4.636, 1.207], [-2.323, -4.365, 2.074], [-3.895, -6.686, -0.087], [-2.991, -6.990, 1.340], [-2.263, -7.381, -0.202], [-0.811, -2.992, 1.068], [-1.288, -1.614, 0.395], [-1.993, 5.888, 0.302], [-1.064, 4.845, 1.048], [-1.859, 3.846, 2.028], [-1.100, 2.764, 2.617], [-0.094, 3.231, 3.578], [-0.385, 4.021, 0.154], [-1.449, 6.183, -0.595], [-2.097, 6.774, 0.927], [-2.982, 5.474, 0.103], [-0.240, 5.365, 1.536], [-2.600, 3.228, 1.521], [-2.350, 4.402, 2.827], [0.754, 3.564, 2.980], [0.045, 2.426, 4.300], [-0.544, 4.087, 4.080], [0.185, 3.239, 0.443], [0.359, 4.383, -0.424], [-2.409, 0.838, -0.501], [-3.294, 1.979, -1.142], [-2.504, 2.789, -2.082], [-1.768, 0.257, -1.597], [-2.889, 0.048, 0.076], [-1.614, 1.180, 0.162], [-3.644, 2.482, -0.241], [-4.202, 1.619, -1.626], [-2.190, 3.510, -1.532], [-1.309, 0.951, -2.076], [-1.529, -2.451, -3.638], [-0.619, -3.246, -4.629], [-0.270, -4.505, -4.054], [-0.848, -2.132, -2.499], [-2.339, -3.159, -3.458], [-1.934, -1.539, -4.076], [0.286, -2.692, -4.876], [-1.090, -3.506, -5.576], [-0.198, -5.124, -4.784], [-1.114, -1.286, -2.133], [3.508, -2.489, -3.101], [2.439, -3.159, -3.163], [4.106, -2.166, -1.974], [4.126, -1.972, -4.220], [4.979, -1.670, -2.084], [3.569, -2.195, -1.120], [3.548, -1.846, -5.038], [5.049, -1.622, -4.003], [0.547, 1.110, -3.903], [0.109, 1.372, -4.964], [1.360, 0.058, -3.762], [0.368, 1.769, -2.778], [1.610, -0.179, -2.813], [1.779, -0.325, -4.598], [0.090, 2.739, -2.819], [1.144, 1.592, -2.157], [2.624, 0.904, 4.427], [2.300, -0.213, 4.119], [3.541, 1.506, 3.810], [2.269, 1.589, 5.489], [4.060, 1.210, 2.995], [3.791, 2.422, 4.154], [2.569, 2.554, 5.508], [1.463, 1.315, 6.034], [-2.908, -0.352, 3.012], [-3.717, -1.248, 3.280], [-1.701, -0.631, 2.629], [-3.145, 0.880, 2.866], [-1.323, -1.566, 2.676], [-1.097, 0.171, 2.520], [-4.026, 1.235, 3.207], [-2.419, 1.470, 2.485]],
  "orbital_gap_ha": [0.075, 0.161],
  "total_charge": -3,
  "lumo_energy_ev": [5.80, 5.80],
  "multiplicity": 2
}

Record 2
{
  "formula": "C8H8Br15FO3",
  "method": "ωB97M-V/def2-TZVPD",
  "species": ["C", "C", "O", "C", "O", "O", "F", "H", "H", "H", "C", "Br", "Br", "Br", "H", "C", "Br", "Br", "Br", "H", "C", "Br", "Br", "Br", "H", "C", "Br", "Br", "Br", "H", "C", "Br", "Br", "Br", "H"],
  "xyz": [[-0.854, -0.240, -5.121], [0.065, -1.224, -4.397], [0.002, -2.362, -5.195], [-1.137, -2.483, -5.767], [-1.526, -3.549, -6.225], [-1.745, -1.228, -5.729], [-0.345, -1.507, -3.154], [-0.278, 0.430, -5.759], [-1.426, 0.456, -4.509], [1.098, -0.923, -4.224], [-3.093, 2.527, -1.478], [-3.789, 0.729, -1.900], [-1.130, 2.376, -1.424], [-3.922, 3.194, 0.175], [-3.227, 3.209, -2.317], [-1.000, -2.436, 4.009], [0.307, -3.796, 4.704], [-0.854, -0.722, 4.986], [-2.947, -3.039, 3.860], [-0.728, -2.282, 2.965], [0.719, 2.918, 3.416], [1.393, 4.052, 4.995], [2.003, 3.181, 1.971], [-1.177, 3.452, 3.064], [0.828, 1.897, 3.782], [4.730, -0.038, 3.034], [4.770, 1.148, 1.458], [4.130, 1.008, 4.660], [6.406, -1.146, 3.119], [3.917, -0.705, 2.746], [-0.266, -0.530, 0.803], [-1.968, -0.024, 1.714], [-0.230, -2.086, -0.388], [1.340, -0.493, 2.077], [-0.064, 0.234, 0.052]],
  "orbital_gap_ha": [0.133, 0.290],
  "total_charge": -1,
  "lumo_energy_ev": [1.54, 1.56],
  "relative_energy_kj_mol": 20.0,
  "multiplicity": 2
}

Record 3
{
  "formula": "C12H43FeO10",
  "method": "ωB97M-V/def2-TZVPD",
  "species": ["Fe", "C", "C", "O", "H", "H", "H", "H", "H", "C", "C", "O", "H", "H", "H", "H", "H", "H", "C", "C", "O", "H", "H", "H", "H", "H", "H", "C", "C", "O", "H", "H", "H", "H", "H", "H", "C", "C", "O", "H", "H", "H", "H", "H", "H", "C", "C", "O", "H", "H", "H", "H", "H", "H", "O", "H", "H", "O", "H", "H", "O", "H", "H", "O", "H", "H"],
  "xyz": [[-1.198, -0.756, -2.395], [0.172, -0.410, 0.382], [0.976, -0.567, -0.941], [0.143, -0.096, -2.027], [0.017, -1.419, 0.764], [-0.766, 0.140, 0.304], [0.592, 0.084, 1.258], [1.369, -1.559, -1.163], [1.793, 0.154, -0.921], [0.054, 3.798, -0.956], [-0.270, 2.408, -0.720], [-0.431, 1.760, -1.965], [0.818, 3.924, -1.722], [0.324, 4.168, 0.033], [-0.837, 4.287, -1.351], [-1.130, 2.287, -0.061], [0.612, 2.029, -0.204], [-0.009, 0.903, -1.871], [-1.954, 1.584, 1.717], [-3.427, 1.289, 1.424], [-3.486, 0.460, 0.286], [-1.314, 0.732, 1.947], [-1.984, 2.222, 2.601], [-1.424, 2.187, 0.980], [-4.117, 2.129, 1.344], [-3.890, 0.646, 2.172], [-4.398, 0.440, -0.012], [4.603, -2.678, -0.362], [3.115, -2.762, -0.277], [2.863, -3.900, 0.515], [5.090, -2.835, 0.601], [4.872, -1.683, -0.714], [4.854, -3.582, -0.917], [2.649, -2.747, -1.262], [2.732, -1.913, 0.291], [2.277, -3.640, 1.230], [2.182, 0.688, 2.658], [2.439, 1.597, 1.566], [3.792, 1.711, 1.274], [2.847, 0.895, 3.496], [2.319, -0.360, 2.392], [1.152, 0.820, 2.991], [2.026, 2.571, 1.828], [2.077, 1.314, 0.577], [4.208, 2.272, 1.932], [-4.163, -1.827, 1.336], [-2.694, -2.067, 0.837], [-2.690, -2.920, -0.261], [-4.231, -1.338, 2.307], [-4.786, -2.716, 1.433], [-4.636, -1.144, 0.631], [-2.234, -2.659, 1.629], [-2.174, -1.135, 0.616], [-3.168, -2.436, -0.938], [-2.260, -0.227, -1.251], [-2.948, -0.893, -1.258], [-2.562, 0.422, -0.615], [1.449, 0.029, -3.804], [1.130, 0.887, -4.084], [1.062, -0.100, -2.938], [-1.232, -2.112, -1.464], [-0.530, -2.760, -1.526], [-1.839, -2.476, -0.820], [1.931, 2.461, -2.515], [1.415, 1.993, -1.858], [2.828, 2.428, -2.184]],
  "orbital_gap_ha": [0.290, 0.287],
  "total_charge": 1,
  "lumo_energy_ev": [-3.79, -3.87],
  "relative_energy_kj_mol": 1417.2,
  "multiplicity": 5
}

Record 4
{
  "formula": "C17H10ClEuIN3O4S3",
  "method": "ωB97M-V/def2-TZVPD",
  "species": ["Eu", "S", "C", "S", "S", "O", "C", "O", "C", "C", "Cl", "N", "N", "C", "C", "O", "O", "C", "C", "C", "C", "C", "C", "H", "H", "H", "H", "H", "H", "I", "C", "C", "C", "C", "C", "N", "H", "H", "H", "H"],
  "xyz": [[1.849, 1.237, -0.376], [4.643, 0.890, 3.549], [3.717, 1.098, 2.158], [4.452, 1.162, 0.577], [1.945, 1.181, 2.338], [-2.332, 5.751, -0.413], [-3.034, 4.640, -0.278], [-4.241, 4.653, -0.187], [-2.288, 3.358, -0.219], [-2.848, 2.134, 0.073], [-4.439, 1.666, 0.496], [-1.879, 1.193, 0.027], [-0.689, 1.756, -0.272], [-0.906, 3.043, -0.420], [0.283, 3.900, -0.808], [0.119, 5.134, -0.761], [1.307, 3.277, -1.154], [-1.919, -0.228, 0.223], [-2.804, -0.999, -0.513], [-2.750, -2.379, -0.378], [-1.811, -2.967, 0.463], [-0.930, -2.173, 1.185], [-0.985, -0.789, 1.073], [-1.335, 5.552, -0.515], [-3.508, -0.534, -1.188], [-3.434, -2.996, -0.945], [-1.767, -4.045, 0.553], [-0.191, -2.607, 1.846], [-0.293, -0.161, 1.631], [0.656, -0.792, -2.800], [1.723, -2.017, -1.476], [1.836, -3.370, -1.755], [2.549, -4.089, -0.808], [3.095, -3.464, 0.307], [2.918, -2.095, 0.462], [2.217, -1.419, -0.449], [1.406, -3.814, -2.635], [2.686, -5.153, -0.943], [3.657, -4.016, 1.045], [3.325, -1.518, 1.285]],
  "orbital_gap_ha": [0.202, 0.204],
  "total_charge": -1,
  "lumo_energy_ev": [1.66, 1.66],
  "relative_energy_kj_mol": 0.0,
  "multiplicity": 8
}

Record 5
{
  "formula": "C36H42N3P2Ru",
  "method": "ωB97M-V/def2-TZVPD",
  "species": ["Ru", "C", "P", "C", "C", "C", "C", "C", "C", "C", "C", "C", "C", "C", "C", "C", "C", "C", "C", "C", "P", "C", "C", "C", "C", "C", "C", "C", "C", "C", "C", "C", "C", "N", "H", "H", "H", "H", "H", "H", "H", "H", "H", "H", "H", "H", "H", "H", "H", "H", "H", "H", "H", "H", "H", "H", "H", "H", "H", "H", "C", "N", "C", "C", "C", "N", "C", "C", "H", "H", "H", "H", "H", "H", "H", "H", "H", "H", "H", "H", "H", "H", "H", "H"],
  "xyz": [[-0.145, 0.553, 0.214], [-2.541, -0.564, 2.012], [-1.996, -1.108, 0.318], [-3.330, -0.849, -0.844], [-4.346, 0.079, -0.608], [-5.340, 0.272, -1.557], [-5.319, -0.455, -2.740], [-4.311, -1.385, -2.978], [-3.318, -1.589, -2.033], [-1.857, -2.896, 0.596], [-3.044, -3.622, 0.448], [-3.073, -4.970, 0.767], [-1.929, -5.604, 1.238], [-0.758, -4.884, 1.409], [-0.721, -3.533, 1.091], [-1.271, -0.574, 2.770], [-0.891, -1.102, 4.041], [0.468, -1.031, 4.110], [0.932, -0.463, 2.871], [2.296, -0.284, 2.334], [2.290, 0.536, 0.661], [2.757, -0.692, -0.580], [3.709, -0.425, -1.564], [3.934, -1.354, -2.571], [3.218, -2.546, -2.605], [2.268, -2.817, -1.628], [2.042, -1.887, -0.624], [3.678, 1.687, 0.724], [3.599, 3.058, 0.489], [4.735, 3.848, 0.608], [5.944, 3.274, 0.965], [6.029, 1.903, 1.192], [4.904, 1.106, 1.067], [-0.142, -0.147, 2.097], [-3.292, -1.232, 2.427], [-2.956, 0.440, 1.950], [-4.399, 0.623, 0.327], [-6.143, 0.972, -1.364], [-6.103, -0.310, -3.473], [-4.313, -1.964, -3.892], [-2.554, -2.339, -2.208], [-3.943, -3.150, 0.071], [-3.992, -5.528, 0.640], [-1.956, -6.659, 1.478], [0.129, -5.372, 1.792], [0.190, -2.992, 1.274], [-1.567, -1.486, 4.793], [1.100, -1.355, 4.927], [2.787, -1.259, 2.251], [2.909, 0.305, 3.019], [4.282, 0.495, -1.544], [4.683, -1.152, -3.327], [3.413, -3.271, -3.385], [1.720, -3.752, -1.640], [1.325, -2.100, 0.148], [2.676, 3.528, 0.194], [4.672, 4.912, 0.422], [6.828, 3.891, 1.059], [6.975, 1.453, 1.463], [4.991, 0.037, 1.232], [-0.311, 0.172, -2.801], [-0.141, 1.276, -1.812], [1.101, 2.017, -2.180], [-1.322, 2.185, -1.886], [-1.209, 3.285, -0.859], [-1.063, 2.717, 0.517], [-0.095, 3.497, 1.316], [-2.365, 2.769, 1.215], [-0.291, 0.587, -3.811], [-1.265, -0.318, -2.639], [0.505, -0.541, -2.690], [0.937, 2.561, -3.112], [1.904, 1.301, -2.325], [1.388, 2.721, -1.403], [-2.216, 1.581, -1.713], [-1.396, 2.604, -2.892], [-2.097, 3.915, -0.912], [-0.358, 3.930, -1.065], [-0.420, 4.537, 1.405], [0.872, 3.475, 0.834], [-0.012, 3.071, 2.314], [-2.673, 3.809, 1.346], [-2.281, 2.318, 2.202], [-3.126, 2.260, 0.626]],
  "orbital_gap_ha": [0.289, 0.225],
  "total_charge": 3,
  "lumo_energy_ev": [-8.89, -10.85],
  "multiplicity": 5
}

Record 6
{
  "formula": "C48H42BF2HfN3O6P2",
  "method": "ωB97M-V/def2-TZVPD",
  "species": ["Hf", "O", "C", "O", "C", "C", "C", "C", "C", "N", "C", "O", "O", "H", "H", "H", "H", "C", "C", "C", "C", "C", "C", "C", "C", "P", "C", "C", "C", "C", "C", "C", "C", "C", "C", "C", "C", "C", "C", "O", "C", "C", "C", "C", "C", "C", "P", "C", "C", "C", "C", "C", "C", "C", "C", "C", "C", "C", "C", "H", "H", "H", "H", "H", "H", "H", "H", "H", "H", "H", "H", "H", "H", "H", "H", "H", "H", "H", "H", "H", "H", "H", "H", "H", "H", "H", "H", "H", "H", "H", "H", "C", "N", "C", "N", "O", "H", "H", "H", "H", "H", "H", "F", "B", "F"],
  "xyz": [[1.413, -0.335, -0.253], [4.541, -3.353, -2.151], [3.757, -2.621, -1.399], [2.561, -2.519, -1.534], [4.431, -1.909, -0.274], [5.752, -1.992, 0.085], [6.166, -1.310, 1.234], [5.238, -0.608, 1.988], [3.938, -0.596, 1.533], [3.553, -1.199, 0.417], [2.813, 0.098, 2.264], [3.031, 0.880, 3.139], [1.636, -0.280, 1.757], [4.011, -3.785, -2.841], [6.439, -2.582, -0.506], [7.204, -1.350, 1.542], [5.493, -0.101, 2.911], [-6.711, -0.392, -0.061], [-5.332, -0.332, -0.717], [-5.504, -0.270, -2.252], [-4.545, 0.901, -0.272], [-5.131, 2.093, 0.128], [-4.362, 3.192, 0.494], [-2.981, 3.131, 0.427], [-2.356, 1.972, -0.032], [-0.529, 1.888, -0.235], [-0.193, 3.084, -1.588], [-0.974, 4.224, -1.798], [-0.698, 5.090, -2.848], [0.347, 4.830, -3.725], [1.110, 3.684, -3.557], [0.832, 2.825, -2.502], [-0.091, 2.714, 1.346], [0.273, 4.054, 1.428], [0.518, 4.641, 2.667], [0.396, 3.890, 3.826], [0.008, 2.556, 3.751], [-0.240, 1.974, 2.518], [-3.158, 0.881, -0.325], [-2.485, -0.272, -0.639], [-3.114, -1.450, -0.356], [-2.286, -2.510, -0.052], [-2.840, -3.772, 0.151], [-4.213, -3.922, 0.111], [-5.027, -2.816, -0.127], [-4.496, -1.557, -0.372], [-0.492, -2.339, 0.073], [-0.069, -3.026, 1.702], [-1.008, -3.065, 2.727], [-0.631, -3.481, 4.000], [0.680, -3.851, 4.256], [1.628, -3.804, 3.238], [1.255, -3.386, 1.972], [0.014, -3.584, -1.164], [0.506, -4.849, -0.862], [0.845, -5.719, -1.895], [0.680, -5.332, -3.220], [0.171, -4.073, -3.522], [-0.153, -3.200, -2.496], [-7.309, 0.475, -0.344], [-6.639, -0.428, 1.028], [-7.265, -1.267, -0.405], [-6.070, 0.623, -2.533], [-6.044, -1.152, -2.608], [-4.535, -0.234, -2.757], [-6.211, 2.172, 0.177], [-4.847, 4.101, 0.836], [-2.389, 3.971, 0.772], [-1.819, 4.443, -1.159], [-1.316, 5.971, -2.984], [0.551, 5.506, -4.550], [1.914, 3.449, -4.246], [1.428, 1.942, -2.396], [0.339, 4.656, 0.527], [0.796, 5.689, 2.724], [0.589, 4.347, 4.791], [-0.102, 1.970, 4.657], [-0.567, 0.943, 2.476], [-2.199, -4.626, 0.348], [-4.658, -4.897, 0.272], [-6.102, -2.954, -0.133], [-2.035, -2.775, 2.537], [-1.369, -3.517, 4.793], [0.968, -4.180, 5.248], [2.653, -4.097, 3.437], [1.994, -3.363, 1.180], [0.621, -5.167, 0.168], [1.233, -6.704, -1.660], [0.933, -6.019, -4.020], [0.031, -3.773, -4.554], [-0.540, -2.214, -2.738], [3.599, 5.030, -0.244], [2.934, 3.753, -0.460], [3.244, 2.628, 0.164], [4.298, 2.643, 0.988], [2.591, 1.547, -0.019], [3.024, 5.802, -0.749], [4.610, 5.038, -0.652], [3.627, 5.279, 0.817], [2.219, 3.687, -1.160], [4.768, 3.506, 1.192], [4.403, 1.897, 1.652], [3.352, 0.096, -2.378], [2.023, -0.265, -2.456], [1.652, -0.596, -3.686]],
  "orbital_gap_ha": 0.249,
  "total_charge": 2,
  "lumo_energy_ev": -6.20,
  "relative_energy_kj_mol": 172.0
}